(1)
C20H60O17 | ωB97M-V/def2-TZVPD

```
97
Properties=species:S:1:pos:R:3:forces:R:3
H 11.9202 14.2850 13.2466 -0.3 0.7 0.2
H 11.9225 14.2109 17.3969 -0.1 0.0 0.5
H 12.5373 12.8519 8.6394 -0.5 0.1 -0.1
H 10.3473 8.3096 14.4735 -0.3 0.8 0.5
H 8.0114 11.1833 10.0866 -0.5 0.0 0.2
H 7.6828 13.2624 15.3872 0.1 0.3 0.1
H 11.7172 5.5924 9.6472 0.2 -0.8 0.1
H 5.9756 15.7393 11.2960 0.3 -0.1 0.6
O 10.3089 12.7966 17.3613 -1.3 -0.4 1.7
H 9.9104 9.5209 12.2080 0.2 0.6 -0.1
H 9.5408 11.5472 7.1488 0.0 -0.5 0.3
C 13.4045 12.2678 8.9045 0.7 0.4 -0.5
H 5.7848 7.1045 11.0751 -0.1 0.0 -0.1
H 7.2654 14.5637 12.9408 0.0 0.1 0.1
C 7.5932 14.5377 10.3676 -0.4 -1.3 0.5
O 7.9778 8.1079 15.9570 2.2 0.7 -0.3
C 11.0010 6.3802 9.7588 -1.1 1.3 -0.5
O 11.9705 11.5684 15.3236 -0.5 0.4 -0.8
H 11.5601 11.2123 13.3424 0.7 0.7 1.7
H 5.3690 13.8092 14.4701 0.3 -0.4 -0.2
C 9.2331 9.5146 7.9916 0.4 -0.4 1.7
H 9.9134 16.3355 12.8874 -1.6 -0.7 -0.6
O 7.8184 11.3767 8.2003 -0.6 0.5 0.1
H 12.6893 11.8186 17.2251 0.2 0.2 -0.1
C 13.2983 10.8440 8.3792 -0.5 0.6 0.2
H 6.2209 16.0067 9.6414 0.0 0.5 -0.7
H 7.4674 9.3876 11.1013 0.0 -0.5 0.2
H 9.7413 7.4147 11.1865 0.1 -0.4 -0.2
H 12.0424 6.0903 12.0411 -0.9 0.4 0.2
H 7.9700 12.9402 13.1023 -0.6 0.3 0.2
H 9.6175 6.8092 16.3037 0.1 -0.1 -0.6
O 7.0835 9.2117 13.2938 -0.1 -0.5 1.1
H 13.2472 13.0375 15.9736 -0.2 -0.7 0.4
H 5.3986 14.5737 10.1640 0.0 -0.4 -0.2
C 5.9058 13.1254 13.7855 -0.3 0.1 0.4
H 12.5159 14.0889 11.1211 0.5 0.2 -0.4
O 8.5658 15.3863 10.9531 0.1 0.2 -0.3
O 12.8433 10.9336 7.0112 0.2 -0.6 0.4
H 10.9650 13.9051 15.8734 1.1 0.2 0.8
C 9.3841 7.8702 16.3620 -1.5 0.4 -0.2
H 12.4596 10.0800 6.7497 0.3 0.4 0.2
H 7.5288 13.5909 10.9675 0.0 0.6 -0.4
H 6.9681 10.9422 8.0482 0.2 -0.1 0.1
H 7.9262 8.6487 9.0864 -0.7 -0.5 0.6
H 12.0981 8.3467 15.5616 -0.6 0.7 0.9
O 11.4779 10.9154 12.4595 -0.7 -0.7 -1.3
C 12.0890 15.0740 11.3261 -0.1 -1.4 -1.0
H 10.2117 6.3228 8.9529 0.8 -0.2 0.9
C 9.5168 11.4039 11.1769 0.9 0.0 0.8
H 13.5514 12.3727 9.9744 0.0 -0.5 0.2
C 6.0070 8.3904 12.7844 1.2 0.2 0.3
O 11.2230 15.3613 10.2469 -0.2 0.5 -1.1
H 11.1006 16.3133 10.1536 0.1 -0.1 0.1
H 9.6708 9.7758 15.4486 0.9 -0.7 -0.2
H 5.6849 7.6964 13.5582 -0.2 -0.1 0.0
H 11.9713 10.6409 15.5760 0.0 -0.1 0.6
C 10.3234 6.4763 11.1307 -0.6 0.3 -0.2
H 7.2913 6.8645 11.9405 -0.1 0.7 -0.2
C 8.7763 10.7770 7.3481 0.6 1.0 -1.1
H 7.8534 14.1823 9.3467 0.0 0.5 0.4
H 10.4058 14.1932 12.3810 0.5 -0.3 -0.6
C 6.5801 7.6502 11.5848 -0.5 -0.4 0.6
H 5.1982 9.0757 12.5518 -0.2 -0.1 -0.3
O 7.7993 14.0761 14.8694 0.0 -0.7 -0.6
C 10.0896 10.6126 12.3325 -0.1 0.1 0.6
C 6.2339 15.2311 10.3779 0.2 0.0 -0.2
O 8.1735 11.0552 11.0460 -0.8 -0.3 -1.4
O 11.4718 8.8360 16.1521 1.2 0.0 -1.5
H 9.6075 9.7323 9.0474 0.1 -0.1 -1.4
O 11.2108 6.5649 12.2594 0.6 -0.8 -0.7
H 9.5620 5.6590 11.2204 0.8 0.3 0.3
H 6.3994 11.2145 13.8649 0.1 -0.3 -0.2
H 14.2634 10.3506 8.5091 0.1 -0.2 -0.5
H 7.4258 8.7824 14.1156 -0.2 0.5 -0.7
C 11.4144 13.4449 16.8141 -1.9 0.7 -3.0
O 5.9846 11.8569 14.4522 -0.4 0.6 -0.3
H 8.3381 10.5494 6.3642 0.0 -0.1 0.3
H 12.8372 15.8473 11.4403 0.2 0.0 0.2
H 9.5234 13.3727 17.4839 1.1 -0.3 -0.3
O 7.1406 8.5578 10.6801 0.3 0.3 -0.3
C 7.2740 13.6799 13.5720 1.1 0.3 0.7
H 9.5582 10.9168 13.2621 0.2 -0.2 -0.5
H 12.5803 10.2863 8.9802 -0.2 -0.1 0.0
H 9.5576 12.4764 11.3996 0.4 0.0 -0.1
H 5.3469 13.1670 12.8470 -0.1 -0.7 -0.1
H 14.2572 12.7838 8.4343 -0.2 -0.2 0.0
H 9.4747 15.1607 10.6635 -0.5 -0.1 -0.1
H 9.6043 8.1122 17.4138 -0.5 0.4 -0.3
H 7.4428 7.5017 16.4177 -1.1 -1.1 0.9
C 12.3926 12.4235 16.3580 1.5 0.1 0.2
H 11.5429 7.3016 9.5280 0.0 0.1 0.2
H 10.1291 11.1696 10.2901 -0.3 0.3 0.1
H 9.9702 8.8925 7.4591 0.0 0.6 -0.1
C 10.2033 8.7861 15.4719 -0.3 -1.0 0.4
O 8.0466 8.7787 8.1462 -0.1 -0.8 -0.6
C 11.2875 14.8323 12.5192 -1.4 -0.1 1.7
O 10.7997 16.0594 12.9971 2.4 1.0 1.4
```
Positions in Å, forces in eV/Å.

Results
HOMO in hartree: -0.357
Relative energy (zero: lowest compared OMol25 entry of this formula, charge and spin) in kcal/mol: 22.7
Frontier orbital gap in eV: 10.07
Structure (SMILES): OCCO.OCCO.OCCO.OCCO.OCCO.OCCO.OCCO.CCO.CCO.CCO
E in Ha: -2076.9265


(2)
C20H60O20 | ωB97M-V/def2-TZVPD

```
100
Properties=species:S:1:pos:R:3:forces:R:3
H 29.2410 20.4470 47.0880 1.3 0.4 0.8
H 35.3090 25.6940 45.2720 2.0 2.0 1.8
H 37.6250 24.7810 47.9600 -0.8 -1.7 1.4
O 37.9860 19.9270 46.0930 3.6 2.1 1.8
C 34.0580 21.1620 38.4360 4.7 -1.9 3.6
O 30.8010 20.9050 41.3870 -1.9 -1.0 2.4
H 34.2510 18.0230 47.4710 -2.8 -1.2 2.5
C 38.9200 19.6780 43.7590 -0.6 0.7 -1.1
C 34.9950 18.3990 46.9180 2.7 4.0 -2.5
H 35.1090 20.2230 40.2510 0.6 -2.6 0.4
H 30.7660 17.0130 39.2880 1.0 -2.9 -6.0
H 34.1930 20.7480 36.7560 -0.9 -0.2 -2.9
H 36.2960 15.5700 40.4030 0.9 0.3 -0.7
O 36.0410 17.7560 41.8280 -0.3 -0.2 -1.1
H 35.3280 24.8880 48.8190 -5.8 1.5 -5.3
O 30.6570 17.4960 39.9970 0.6 0.2 8.1
C 32.5450 22.7120 49.0020 2.3 -0.8 1.1
H 36.6800 18.7880 45.4840 -2.3 -1.0 -2.6
H 39.6000 21.0960 45.1620 -0.6 -1.8 0.4
C 30.7640 19.4840 41.5090 0.7 -1.2 -3.1
H 31.4890 19.3190 39.2580 -2.0 -0.8 2.0
O 36.7830 22.7250 48.1240 0.1 -0.1 -1.3
H 30.8250 20.6770 44.7520 -0.2 -1.1 1.2
O 32.9920 20.6380 47.8570 4.3 2.2 4.9
O 34.0920 20.1740 42.8900 1.6 -2.0 -0.6
H 31.3100 21.2680 40.6910 1.2 -0.2 -1.2
H 36.3270 19.3890 48.1610 -0.7 -3.7 -2.6
H 31.1340 21.1220 48.5610 0.6 0.7 -0.5
H 39.9440 19.2360 45.6210 -1.3 1.9 -0.9
O 34.0080 21.8050 40.7340 -0.9 1.2 0.6
O 40.0070 19.7420 42.8520 0.4 1.0 0.6
H 30.0690 19.1030 44.5000 0.1 0.1 -0.2
H 35.0200 14.1130 40.1300 2.1 -3.8 -4.6
O 34.8370 20.6160 37.4010 0.5 -0.9 1.4
H 33.2520 25.2890 43.5220 -0.2 1.2 -0.2
H 33.3280 20.3100 44.7900 1.2 1.8 -1.3
H 33.4030 26.6840 44.5320 -2.8 3.7 2.5
C 30.3940 19.7710 45.3020 2.1 0.8 -1.8
C 39.1570 20.0180 45.1660 2.9 0.3 3.2
H 35.7760 21.7110 39.5240 -1.1 -0.8 1.2
H 36.7390 26.4820 49.5020 -0.5 -1.2 -0.2
H 34.4570 17.2590 40.7090 -0.2 0.1 -2.2
H 40.6880 19.2050 43.2420 0.7 -0.4 0.0
H 35.4280 26.3070 42.1920 1.4 -1.9 0.0
H 36.2830 15.0440 41.9790 -0.7 0.0 0.7
H 35.1940 27.7610 43.1750 -1.4 -1.9 -1.3
H 35.6290 23.8310 50.0970 -0.7 -0.6 1.2
H 29.8260 19.0780 41.9850 1.2 1.0 0.2
H 33.9420 22.1210 38.2050 -0.7 4.4 -0.5
O 34.5640 22.6870 45.5630 -1.9 2.0 2.6
H 33.3740 23.2680 48.4840 -1.0 -0.2 0.2
C 35.1050 17.6500 45.5990 2.4 -1.6 2.3
H 38.2340 20.4190 43.4050 -1.0 0.0 -0.6
H 30.9870 18.2490 46.3640 0.3 0.2 0.0
H 38.6100 18.6930 43.6720 -1.7 -1.8 0.0
H 34.6540 19.3260 43.1560 -1.4 3.0 -0.3
C 30.6180 18.8540 40.0110 0.4 1.8 -3.0
H 35.7190 16.6400 45.7080 -1.8 1.4 0.3
C 33.7890 21.0430 43.9320 -3.7 -2.9 3.7
H 37.9720 23.6700 49.4210 -0.3 0.6 -0.1
O 28.2010 20.8170 45.5600 -2.0 2.1 -1.9
H 30.7820 23.2630 49.8450 1.2 -0.3 -0.6
H 33.8790 21.4040 41.6240 0.8 -0.4 -1.3
C 34.8270 21.1190 39.8410 0.5 3.6 -3.0
C 35.0530 16.8210 41.4520 0.1 -0.5 1.1
O 36.2420 18.4860 47.5480 2.1 1.8 3.6
O 36.4040 25.7400 50.0400 0.3 0.7 2.0
H 32.5880 20.1840 47.2400 -2.4 -4.6 -5.2
O 34.6630 14.6030 40.7540 -5.4 0.7 3.7
C 37.1810 23.9870 48.7260 0.5 -0.8 -2.6
H 31.8660 21.9470 47.2240 -2.4 3.7 -7.1
H 31.7580 19.0880 41.9430 -1.7 0.4 -0.4
C 33.8950 26.1210 43.9030 3.2 -5.3 -3.9
O 31.4170 19.0700 46.0780 -1.1 0.6 -0.5
O 31.5450 23.5880 49.3220 -2.0 2.0 0.1
O 35.9250 18.4100 44.7720 2.4 1.8 0.9
H 29.6240 18.8550 39.4330 0.8 2.6 1.2
H 27.5310 20.4530 44.9470 1.2 -0.3 0.6
H 34.9620 19.5310 46.7250 -2.0 -1.6 -0.6
H 34.0770 17.4670 45.3520 -0.4 0.0 -1.3
O 33.7420 27.1950 41.7150 -2.0 -1.5 -0.6
H 33.1480 26.3950 41.4370 1.8 2.1 0.8
C 34.8530 21.8510 44.5210 6.3 0.8 -0.4
C 29.1950 20.0690 46.0940 -2.1 -3.9 1.6
H 35.3580 22.5660 43.8390 -0.4 -0.8 -1.0
C 35.9770 24.5240 49.3930 6.4 0.9 3.5
H 34.2770 16.7540 42.1800 -0.5 -0.2 1.5
H 32.8540 21.6680 43.7790 1.2 -0.5 -0.8
H 28.7970 18.9970 46.2600 0.2 1.1 0.3
C 32.0520 21.5990 48.0730 0.2 -2.0 8.7
H 34.3800 23.6670 45.3470 0.5 -2.1 -0.4
H 33.1700 20.7740 38.6980 -3.5 -2.2 -0.1
H 38.4490 20.3220 47.0310 -2.4 -1.8 -3.9
H 36.2560 22.7590 47.2740 0.7 0.5 1.3
H 36.0620 17.6330 42.7540 0.8 0.4 2.0
H 35.8830 21.2430 44.8890 -3.0 0.7 -1.0
C 35.5980 15.4180 41.2020 3.2 3.3 -0.2
H 33.0600 22.4280 49.9990 -0.7 -0.6 -1.6
C 34.6580 26.7780 42.7070 -1.0 3.6 2.5
O 34.7260 25.2780 44.7130 -1.2 -1.9 -1.6
```
Positions in Å, forces in eV/Å.

Results
HOMO in hartree: -0.341
Relative energy (zero: lowest compared OMol25 entry of this formula, charge and spin) in kcal/mol: 315.0
Frontier orbital gap in eV: 9.47
Structure (SMILES): OCCO.OCCO.OCCO.OCCO.OCCO.OCCO.OCCO.OCCO.OCCO.OCCO
E in Ha: -2302.1865


(3)
C20H60O20 | ωB97M-V/def2-TZVPD

```
100
Properties=species:S:1:pos:R:3:forces:R:3
H 4.4099 7.6169 -2.0417 0.2 0.1 0.2
H 5.3049 6.3188 6.1784 -0.1 -0.2 -0.4
H 3.0287 5.9920 -3.0229 0.0 0.1 0.0
H -9.6322 -5.5246 -3.8804 0.2 -1.5 0.6
H 2.9894 6.9080 -1.1907 0.5 0.8 1.3
H -0.2816 -0.3399 -0.4127 -0.3 0.3 0.4
H -1.4224 4.8806 2.5962 -0.1 -1.3 0.8
O -2.5838 6.2446 1.9328 -1.0 0.5 -0.9
O 2.7810 6.9187 -3.0596 -0.8 0.0 -2.6
C 8.6054 1.9710 -0.5739 -0.2 1.5 1.4
H -6.4900 -5.6292 -2.2065 0.7 0.2 0.6
H 4.2697 -2.5168 8.5678 1.0 -0.1 -1.5
O -0.4424 -1.4016 -2.8590 0.9 0.3 0.1
H -2.5276 6.5956 2.8245 0.0 -0.3 0.0
O -6.2896 -5.3827 -3.1124 -1.4 -1.0 1.0
H -5.3636 -0.1938 -9.1348 1.0 -0.2 -0.2
H 8.1615 1.0131 -0.8449 0.5 -0.5 0.7
O 5.1617 3.7583 4.8852 -0.2 -1.3 0.5
O -9.0368 -3.7464 -3.6752 1.9 1.1 -0.3
H -3.8516 -4.5633 5.0323 -0.1 -0.8 0.0
H -6.6249 -3.7572 4.6878 -0.5 -0.3 0.1
H -1.2427 -9.1195 -4.4475 -0.6 -0.1 0.2
H 1.1319 -2.9692 8.3232 -0.7 -0.2 0.3
C 6.3744 3.8567 5.6437 0.4 2.6 -1.5
H -3.0350 2.8935 2.2274 0.3 -0.4 0.4
H -1.7523 4.5799 1.0260 -1.0 0.0 -0.7
H -9.8628 -3.4518 -3.2847 0.0 -0.4 0.2
H 3.5610 -3.8434 7.4624 -0.1 0.0 0.1
O -0.7200 -7.8218 -5.9313 0.3 0.3 0.3
H 6.7764 5.3499 4.2192 -1.1 0.9 -0.2
C -7.4908 -5.8343 -3.7807 1.5 2.3 -2.7
H -5.3102 -0.6393 -6.4691 0.4 -0.3 -0.4
C -5.8374 -2.3391 3.7548 0.5 -2.8 0.1
H 6.2840 3.7002 6.7186 -0.2 -0.2 -0.1
C 0.6429 -0.2199 -0.9775 -1.0 -1.2 -0.3
H 7.8635 3.5373 -1.3842 0.2 0.0 -0.3
H 7.8970 5.4006 5.4333 0.2 0.1 0.6
H -6.7611 0.0596 -7.1387 -0.2 -0.2 -0.5
H 2.7483 -1.6418 6.6170 0.4 -0.3 -0.2
H -0.9777 -7.2929 -5.1727 0.2 0.5 -0.3
H -5.7689 -1.2537 3.6826 -0.3 0.0 0.8
C 2.7203 9.0389 -1.8676 -0.8 -1.2 -0.7
H 2.1713 9.9611 -0.2552 0.1 -0.1 0.0
O 0.8162 -9.9824 -6.8213 0.7 -1.2 1.0
O -5.4781 1.3951 -6.3123 -0.4 -0.1 1.0
H 1.0593 -9.4938 -4.7299 0.4 0.4 -0.4
O 10.7586 3.2647 -0.0563 -1.5 -1.9 -0.4
H 3.4549 -3.9899 9.9179 0.1 0.0 -0.2
H -6.1058 1.2253 -5.6061 0.2 0.9 0.7
C 0.2427 -0.1854 -2.4481 0.1 -1.5 -0.3
C -5.6838 0.2019 -7.0530 -0.5 0.4 -0.8
H 1.7171 0.6663 0.2135 0.3 0.7 0.1
O -3.6380 4.1132 3.7527 -0.5 0.3 2.7
O -3.5742 0.5131 -8.0624 -0.9 -0.5 -1.1
H -7.1122 -5.5741 -4.7692 -1.0 -0.1 -0.7
H -4.5052 -2.6149 5.5022 -0.4 0.2 0.1
O -4.6446 -4.4044 4.5150 -1.1 -1.4 0.4
C -2.2876 4.8590 1.9336 0.7 0.3 1.0
H 2.4390 -0.9212 8.1033 0.7 -0.3 1.0
H -7.6480 -6.9112 -3.8404 -0.1 -0.1 0.8
C 10.0944 1.9333 -0.2337 0.4 0.4 -0.5
H -8.7082 -5.2917 -2.2994 -0.9 0.2 0.5
H -0.3467 0.6898 -2.7219 0.1 0.1 0.3
H -4.5451 4.3956 3.8906 0.1 0.0 0.1
C -3.4095 3.8943 2.4424 1.4 0.1 -2.9
H -1.7370 -9.5218 -6.1206 0.4 -0.8 0.1
H -3.5856 0.7501 -7.1321 0.4 0.2 0.1
O 6.2636 6.2748 6.1552 -0.1 0.9 0.0
H 4.5433 4.3874 5.2638 -0.2 -0.1 0.0
O 2.8676 -3.3965 9.4440 -1.5 -0.9 0.1
H 1.2864 -1.0342 -0.6445 -0.3 -0.9 -0.9
O 8.3715 2.7771 -1.6767 -0.1 1.0 -1.7
C 3.3222 7.5780 -1.9835 0.0 0.8 1.9
H 1.1690 -0.1908 -3.0225 -0.2 0.1 -0.3
O 2.9986 9.8008 -0.7150 0.6 -0.3 0.3
H -1.3757 -1.4694 -2.6448 0.0 0.6 0.3
H 8.0560 2.4839 0.2155 -0.1 -0.8 0.7
H 11.6155 3.0287 0.3063 0.1 0.2 0.0
C 2.4733 -1.9063 7.6380 0.1 -0.3 -1.4
H -5.9188 -2.7107 2.7334 0.9 0.2 -0.5
C -4.9897 0.4971 -8.3792 0.0 -0.2 1.7
O -6.9716 -2.9301 4.3454 -1.3 0.9 0.8
C -4.6670 -3.0248 4.5052 1.8 3.2 -2.0
H 10.4489 1.4019 -1.1169 1.0 0.2 0.0
C -0.9257 -9.1587 -5.4897 0.2 0.1 1.2
O 1.3657 0.9063 -0.6470 0.4 1.4 0.6
H 10.3176 1.3442 0.6558 -0.3 -0.2 0.0
H 0.1559 -10.9120 -4.9657 0.2 -0.6 -1.0
H 1.0802 -9.0935 -7.0697 -0.1 0.2 0.2
H 1.6401 8.9004 -1.9143 -0.1 -0.1 -0.3
H 3.0082 9.6141 -2.7476 0.2 -0.1 -0.1
H -3.7870 -2.7989 3.9030 0.4 0.9 0.1
H 7.1662 3.2591 5.1918 -0.5 -0.6 0.1
O 1.1546 -2.3751 7.5695 -0.4 -0.6 0.1
H -4.3545 3.8803 1.8994 0.1 0.7 -0.6
C 0.3831 -9.9604 -5.4462 -1.6 1.3 -1.3
C 6.8171 5.3207 5.3081 1.8 -2.1 0.9
H -5.2943 1.5154 -8.6211 -0.1 0.0 -0.4
C 3.3948 -3.0294 8.1680 0.5 2.6 1.7
C -8.7653 -5.1034 -3.3715 -1.0 -0.7 0.0
```
Positions in Å, forces in eV/Å.

Results
HOMO in hartree: -0.366
Relative energy (zero: lowest compared OMol25 entry of this formula, charge and spin) in kcal/mol: 185.3
Frontier orbital gap in eV: 10.03
Structure (SMILES): OCCO.OCCO.OCCO.OCCO.OCCO.OCCO.OCCO.OCCO.OCCO.OCCO
E in Ha: -2302.3933